[1]
Computed, not measured: a cluster of 2 separate species, C6H16O in total, with the ωB97M-V functional and the def2-TZVPD basis.

Orbital gap in eV: 11.056
LUMO energy in eV: 0.9056

```
! wB97M-V def2-TZVPD RIJCOSX def2/J DEFGRID3
* xyz 0 1
C -0.46 2.21 -2.46
C 0.35 1.57 -1.47
O -1.83 1.86 -2.13
H -0.34 3.31 -2.58
H -0.58 1.88 -3.54
H 0.40 2.08 -0.44
H -2.11 2.06 -1.21
H 1.36 1.70 -1.81
H 0.15 0.48 -1.27
C 0.44 -1.25 1.37
C 1.20 -1.64 0.13
C -0.05 0.18 1.72
C -0.65 -2.25 1.55
H 1.25 -1.46 2.17
H 2.03 -0.93 -0.13
H 0.59 -1.62 -0.81
H -0.99 0.49 1.28
H -0.28 0.43 2.78
H 0.60 1.02 1.52
H -0.93 -2.11 2.67
H -1.45 -2.11 0.94
H -0.27 -3.26 1.51
H 1.55 -2.63 0.21
*
```



[2]
Computed, not measured: a structure of composition C25H36AsBrN2RhSi, with the ωB97M-V functional and the def2-TZVPD basis.

Orbital gap (alpha / beta) in eV: 7.769 / 5.435
LUMO energy (alpha / beta) in eV: -2.1299 / -5.2133

```
! wB97M-V def2-TZVPD RIJCOSX def2/J DEFGRID3
* xyz 1 5
Rh 0.30 -0.43 -0.14
C 1.41 2.06 -3.06
C 0.74 0.78 -3.43
C 0.49 0.48 -4.79
C -0.19 -0.67 -5.14
C -0.61 -1.52 -4.14
C -0.31 -1.21 -2.78
N 0.37 -0.04 -2.48
N -0.62 -1.93 -1.73
Si -1.89 -3.23 -1.69
C -3.41 -2.44 -2.43
C -1.27 -4.72 -2.63
C -2.18 -3.70 0.08
H 0.74 2.90 -3.22
H 2.30 2.23 -3.68
H 1.71 2.04 -2.02
H 0.82 1.18 -5.55
H -0.39 -0.90 -6.18
H -1.14 -2.43 -4.37
H -3.36 -2.32 -3.51
H -3.59 -1.46 -1.99
H -4.29 -3.06 -2.21
H -1.09 -4.55 -3.70
H -2.03 -5.51 -2.56
H -0.35 -5.11 -2.20
H -2.56 -2.86 0.67
H -1.28 -4.07 0.56
H -2.93 -4.49 0.11
Br 0.33 -2.13 1.96
C -1.18 -1.31 2.79
C -1.63 -1.83 3.97
C -2.74 -1.24 4.60
C -3.36 -0.16 4.03
C -2.89 0.38 2.81
C -3.53 1.50 2.22
C -3.09 2.01 1.04
C -1.98 1.43 0.39
C -1.30 0.34 0.91
C -1.77 -0.20 2.15
H -1.14 -2.69 4.42
H -3.10 -1.65 5.53
H -4.21 0.30 4.50
H -4.38 1.93 2.73
H -3.58 2.87 0.59
H -1.66 1.85 -0.56
C 4.36 1.37 -0.95
C 4.08 1.14 0.53
As 2.18 1.03 0.96
C 1.52 2.87 0.84
C 2.52 3.99 1.10
C 2.19 0.68 2.88
C 3.08 1.56 3.75
H 5.43 1.39 -1.14
H 3.95 2.32 -1.30
H 3.93 0.57 -1.57
H 4.51 1.94 1.14
H 4.52 0.20 0.87
H 0.67 2.91 1.54
H 1.08 2.98 -0.15
H 2.92 3.96 2.11
H 2.04 4.96 0.97
H 3.36 3.95 0.41
H 2.47 -0.37 2.98
H 1.14 0.74 3.19
H 4.12 1.51 3.45
H 3.02 1.24 4.79
H 2.76 2.61 3.71
*
```



[3]
Computed, not measured: a structure of composition C38H43AsAuGeO2S2, with the ωB97M-V functional and the def2-TZVPD basis.

Orbital gap (alpha / beta) in eV: 6.898 / 6.900
LUMO energy (alpha / beta) in eV: 2.3965 / 2.3986

```
! wB97M-V def2-TZVPD RIJCOSX def2/J DEFGRID3
* xyz -1 1
Au -0.45 0.71 -0.92
S -1.40 0.45 1.29
C -0.97 -1.19 1.78
C -0.06 -1.35 2.84
C 0.29 -2.60 3.31
C -0.28 -3.74 2.75
C -1.18 -3.60 1.71
C -1.52 -2.34 1.21
As -2.77 -2.14 -0.28
C -3.89 -3.71 0.17
C -3.82 -4.95 -0.44
C -4.66 -5.99 -0.06
C -5.60 -5.79 0.94
C -5.69 -4.55 1.56
C -4.85 -3.52 1.17
C -1.73 -3.02 -1.69
C -2.30 -3.07 -2.96
C -1.63 -3.66 -4.02
C -0.37 -4.20 -3.83
C 0.22 -4.14 -2.58
C -0.45 -3.55 -1.51
H 0.38 -0.46 3.28
H 1.01 -2.69 4.12
H -0.02 -4.72 3.12
H -1.63 -4.49 1.28
H -3.08 -5.12 -1.23
H -4.59 -6.95 -0.55
H -6.26 -6.59 1.23
H -6.42 -4.39 2.34
H -4.93 -2.55 1.66
H -3.29 -2.65 -3.12
H -2.10 -3.69 -5.00
H 0.17 -4.65 -4.66
H 1.21 -4.54 -2.42
H 0.03 -3.50 -0.54
C -0.23 3.71 -2.55
C -1.15 3.65 -1.32
C -2.57 3.30 -1.78
C -1.17 5.02 -0.64
O -0.71 2.73 -0.36
H -0.59 4.44 -3.28
H -0.19 2.73 -3.02
H 0.78 3.98 -2.25
H -2.97 4.04 -2.47
H -3.23 3.23 -0.91
H -2.57 2.32 -2.27
H -1.52 5.81 -1.31
H -0.16 5.28 -0.29
H -1.82 4.98 0.24
C 2.39 -1.82 -0.32
Ge 2.18 -0.90 -2.03
C 3.15 0.80 -2.04
C 2.93 -1.97 -3.51
C 0.28 -0.47 -2.21
H 3.37 -1.62 0.13
H 2.28 -2.90 -0.43
H 1.62 -1.46 0.37
H 4.16 0.69 -1.64
H 2.61 1.52 -1.43
H 3.22 1.19 -3.06
H 3.98 -2.18 -3.31
H 2.87 -1.40 -4.44
H 2.40 -2.91 -3.65
H -0.30 -0.99 -2.98
O 3.29 0.69 2.62
S 2.26 1.42 1.83
C 3.08 2.82 1.05
C 2.35 3.65 0.21
C 3.00 4.69 -0.43
C 4.36 4.89 -0.24
C 5.08 4.04 0.59
C 4.44 2.99 1.24
C 1.34 2.41 3.03
C 1.81 2.45 4.33
C 1.12 3.21 5.26
C -0.02 3.91 4.88
C -0.47 3.85 3.57
C 0.20 3.09 2.63
H 1.29 3.45 0.05
H 2.44 5.34 -1.09
H 4.87 5.70 -0.74
H 6.14 4.19 0.74
H 4.97 2.30 1.89
H 2.69 1.88 4.59
H 1.46 3.25 6.29
H -0.56 4.50 5.62
H -1.37 4.39 3.28
H -0.17 3.01 1.61
*
```



Energy above the lowest of the compared OMol25 structures with the same formula, charge and spin for the records above, in order: 2.025; 0.000; 1.062 eV
Maximum force for the records above, in order: 5.1; 0.4; 0.2 eV/Å